[1]
The following is a quantum chemistry calculation of a structure of composition C32H33Cl5IN4OS2SiTa, from OMol25.

E_HOMO = -13.2 eV
Charge = +2
ΔE to the lowest compared entry with this formula, charge and spin = 39.50 kcal per mole
Frontier orbital gap = 6.339 eV
Largest force on an atom = 3.78 eV/Å

Element x y z (Å)
Ta: 13.326 9.444 15.134
C: 13.328 13.083 15.984
C: 12.453 12.165 16.807
C: 11.531 12.586 17.713
C: 10.752 11.590 18.276
C: 10.950 10.226 18.057
C: 11.982 9.851 17.197
N: 12.665 10.855 16.613
N: 12.280 8.581 16.603
Si: 11.687 7.063 17.218
C: 12.623 5.565 16.564
C: 12.048 7.094 19.060
C: 9.919 6.871 16.680
H: 12.861 13.603 15.207
H: 14.175 12.583 15.534
H: 13.766 13.869 16.605
H: 11.148 13.571 17.785
H: 10.050 11.947 18.992
H: 10.314 9.460 18.556
H: 12.024 4.785 17.092
H: 13.662 5.670 16.861
H: 12.617 5.356 15.493
H: 13.024 7.523 19.077
H: 12.321 6.132 19.356
H: 11.389 7.634 19.808
H: 9.706 6.969 15.594
H: 9.211 7.525 17.154
H: 9.526 5.871 16.925
Cl: 12.166 7.578 13.680
C: 13.622 6.881 12.847
C: 13.545 5.594 12.497
C: 14.727 5.078 11.908
C: 15.775 5.906 11.508
C: 15.700 7.218 11.774
Cl: 16.973 8.314 11.199
C: 14.662 7.745 12.528
S: 14.686 9.402 13.127
H: 12.794 4.968 12.838
H: 14.766 4.019 11.650
H: 16.613 5.485 10.976
Cl: 6.436 7.540 13.337
C: 7.495 8.654 12.630
C: 8.785 8.258 12.257
C: 9.578 9.156 11.599
C: 9.200 10.494 11.394
C: 10.079 11.340 10.509
C: 10.738 12.510 11.284
N: 11.052 12.038 12.626
C: 10.226 12.133 13.719
C: 10.801 11.247 14.569
N: 11.892 10.665 14.062
C: 11.988 11.171 12.823
O: 11.027 10.484 9.947
C: 11.623 10.977 8.798
C: 12.680 10.093 8.261
C: 13.917 10.069 8.829
Cl: 14.464 11.127 10.112
S: 15.026 9.059 8.115
C: 13.846 8.499 7.060
C: 12.654 9.095 7.205
C: 7.961 10.857 11.848
Cl: 7.509 12.534 11.627
C: 7.125 9.972 12.476
H: 9.137 7.226 12.373
H: 10.501 8.899 11.217
H: 9.504 11.813 9.691
H: 10.095 13.368 11.337
H: 11.728 12.760 10.875
H: 9.366 12.731 13.800
H: 10.333 11.038 15.526
H: 12.815 11.016 12.207
H: 12.132 11.904 8.920
H: 10.794 11.071 8.036
H: 14.151 7.865 6.266
H: 11.833 9.018 6.459
H: 6.095 10.242 12.801
I: 15.600 7.749 16.247
C: 15.047 9.773 16.358
H: 14.778 10.030 17.361
H: 15.891 10.401 15.939

Results of the Löwdin charge analysis, in e, for atoms 1 through 5:
1. Ta 1.29
2. C 0.02
3. C -0.29
4. C 0.01
5. C 0.00



[2]
The following is a quantum chemistry calculation of the molecule C2HFN2OS, from OMol25.

E_HOMO = -9.4 eV
Charge = 0
SMILES string = Fc1onnc1S
ΔE to the lowest compared entry with this formula, charge and spin = 54.02 kcal per mole
Frontier orbital gap = 9.637 eV
Largest force on an atom = 6.29 eV/Å

Element x y z (Å)
F: 0.293 -1.733 -0.929
C: -0.066 -0.465 -0.816
O: -0.491 0.268 -1.795
N: -0.561 1.641 -1.183
N: -0.275 1.386 0.072
C: 0.042 0.166 0.332
S: 0.465 -0.414 1.917
H: -0.162 0.686 2.736

Results of the Löwdin charge analysis, in e, for atoms 1 through 5:
1. F 0.15
2. C -0.43
3. O 0.09
4. N 0.14
5. N 0.01



[3]
The following is a quantum chemistry calculation of a structure of composition C49H41IrP2SiTe, from OMol25.

E_HOMO = -13.5 eV
Charge = +2
ΔE to the lowest compared entry with this formula, charge and spin = 0.00 kcal per mole
Frontier orbital gap = 6.823 eV
Largest force on an atom = 0.44 eV/Å

Element x y z (Å)
Ir: -0.460 0.361 -0.021
C: 0.486 -3.152 -0.530
Si: -0.699 -1.943 0.228
C: -0.763 -2.239 2.077
C: -1.011 -3.511 2.604
C: -0.942 -3.743 3.971
C: -0.594 -2.712 4.837
C: -0.322 -1.451 4.334
C: -0.426 -1.212 2.965
P: 0.001 0.416 2.300
C: -0.965 1.667 3.180
C: -1.956 1.344 4.101
C: -2.647 2.354 4.760
C: -2.346 3.685 4.513
C: -1.377 4.013 3.573
C: -0.706 3.009 2.893
C: 1.728 0.619 2.842
C: 2.550 -0.503 2.696
C: 3.866 -0.472 3.123
C: 4.380 0.684 3.695
C: 3.571 1.801 3.842
C: 2.247 1.772 3.425
C: -2.342 -2.260 -0.658
C: -3.185 -3.328 -0.357
C: -4.286 -3.613 -1.158
C: -4.562 -2.840 -2.279
C: -3.756 -1.753 -2.585
C: -2.665 -1.469 -1.769
P: -1.732 0.054 -1.939
C: -1.838 0.672 -3.613
C: -2.771 1.649 -3.969
C: -2.899 2.016 -5.300
C: -2.116 1.403 -6.270
C: -1.198 0.424 -5.915
C: -1.050 0.060 -4.587
C: -2.461 1.244 -0.780
C: -3.239 0.820 0.311
C: -3.705 1.761 1.232
C: -3.379 3.092 1.083
C: -2.530 3.508 0.051
C: -2.049 2.599 -0.865
H: 0.051 -4.151 -0.426
H: 1.445 -3.170 -0.016
H: 0.627 -2.971 -1.597
H: -1.241 -4.340 1.944
H: -1.141 -4.732 4.361
H: -0.519 -2.898 5.900
H: -0.019 -0.655 5.006
H: -2.189 0.310 4.318
H: -3.410 2.095 5.483
H: -2.869 4.467 5.048
H: -1.148 5.051 3.366
H: 0.027 3.276 2.139
H: 2.151 -1.418 2.268
H: 4.488 -1.351 3.011
H: 5.406 0.710 4.038
H: 3.964 2.698 4.304
H: 1.627 2.640 3.589
H: -2.989 -3.954 0.505
H: -4.929 -4.448 -0.912
H: -5.411 -3.076 -2.906
H: -3.979 -1.131 -3.443
H: -3.405 2.107 -3.222
H: -3.622 2.770 -5.581
H: -2.230 1.686 -7.308
H: -0.594 -0.055 -6.674
H: -0.327 -0.699 -4.311
H: -3.548 -0.215 0.384
H: -4.341 1.441 2.046
H: -3.768 3.822 1.779
H: -2.257 4.553 -0.029
H: -1.411 2.914 -1.682
Te: 1.907 0.805 -0.767
C: 2.072 0.399 -2.832
C: 2.296 -0.889 -3.306
C: 2.497 -1.088 -4.665
C: 2.487 -0.005 -5.537
C: 2.263 1.276 -5.057
C: 2.052 1.484 -3.699
C: 3.681 -0.193 -0.212
C: 3.876 -1.567 -0.256
C: 5.122 -2.080 0.067
C: 6.157 -1.225 0.430
C: 5.951 0.145 0.470
C: 4.705 0.671 0.153
H: 2.338 -1.731 -2.630
H: 2.684 -2.086 -5.039
H: 2.666 -0.162 -6.593
H: 2.259 2.119 -5.735
H: 1.898 2.490 -3.327
H: 3.081 -2.234 -0.546
H: 5.288 -3.149 0.030
H: 7.129 -1.631 0.678
H: 6.757 0.810 0.749
H: 4.544 1.741 0.197

Results of the Löwdin charge analysis, in e, for atoms 1 through 5:
1. Ir 0.42
2. C -0.16
3. Si 0.50
4. C -0.27
5. C -0.07



Number 1: LUMO level -6.826 eV, electronic energy -143528.300 eV. Number 2: LUMO level 0.241 eV, electronic energy -20667.164 eV. Number 3: LUMO level -6.657 eV, electronic energy -88055.352 eV.